Entry 1:
{
  "formula": "C4H7N",
  "method": "wB97M-V/def2-TZVPD",
  "species": ["C", "C", "C", "C", "H", "H", "H", "H", "H", "H", "H", "N"],
  "positions_angstrom": [[-2.46873, 0.17344, 0.00716], [-1.04808, -0.18306, 0.00229], [0.12651, -0.41407, -0.01417], [1.57951, -0.66078, 0.01673], [-2.91244, -0.08219, 1.29614], [-2.53330, 1.57275, -0.28180], [-3.11783, -0.62752, -1.01231], [1.83541, -1.32978, -0.84071], [1.82491, -1.24391, 0.92589], [2.22327, 1.07367, -0.88061], [2.10867, 1.15888, 0.77781], [2.38210, 0.56257, 0.00359]],
  "atomic_forces_ev_per_a": [[-1.9, 0.7, 0.1], [-1.2, 0.5, -0.2], [0.5, -0.3, 0.1], [-0.1, -0.6, -0.1], [1.0, 0.9, -4.5], [-0.2, -4.7, 0.9], [1.8, 2.8, 3.5], [0.0, 0.7, 0.6], [-0.1, 0.3, -0.4], [0.1, -0.3, 0.9], [0.0, 0.0, -0.2], [0.1, 0.0, -0.8]],
  "nbo_charge": [-0.700, -0.069, -0.040, -0.286, 0.256, 0.251, 0.253, 0.216, 0.215, 0.358, 0.359, -0.815],
  "mol_weight_g_mol": 69.1,
  "energy_ha": -211.17897,
  "orbital_gap_ev": 9.86,
  "homo_energy_ev": -9.23,
  "relative_energy_kj_mol": 477.1,
  "lumo_ev": 0.63
}



Entry 2:
{
  "formula": "C19H19F5N5O2S4SbSe2Zr",
  "method": "wB97M-V/def2-TZVPD",
  "species": ["Zr", "C", "C", "N", "C", "C", "C", "C", "C", "C", "C", "N", "C", "C", "N", "N", "H", "H", "H", "H", "H", "H", "H", "H", "H", "H", "H", "H", "H", "H", "H", "H", "H", "H", "S", "Sb", "S", "S", "S", "Se", "C", "N", "F", "C", "C", "F", "C", "F", "C", "Se", "C", "F", "C", "F", "O", "C", "O", "H"],
  "positions_angstrom": [[0.38814, -1.64421, 0.71356], [-0.83256, 0.87115, 2.58307], [-2.00932, -0.08251, 2.59493], [-1.58521, -1.45443, 2.28420], [-2.69206, -2.22759, 1.70594], [-2.74532, -1.98511, 0.22103], [-3.85082, -2.27247, -0.49202], [-3.81811, -2.32084, -1.98270], [-2.69038, -1.47604, -2.46208], [-1.62908, -1.23708, -1.68150], [-0.32716, -0.77091, -2.26442], [0.42889, -0.03592, -1.25667], [-0.02120, 1.34078, -1.04171], [-0.82456, 1.43920, 0.23380], [-0.10925, 0.73032, 1.31036], [-1.56480, -1.52365, -0.32568], [-0.14959, 0.65951, 3.40142], [-1.19698, 1.89828, 2.70634], [-2.72953, 0.20927, 1.82848], [-2.52498, -0.03754, 3.56032], [-1.25359, -1.90842, 3.12829], [-3.65174, -1.97298, 2.17095], [-2.49197, -3.28343, 1.88130], [-4.73427, -2.62922, 0.02614], [-4.77299, -2.01026, -2.41293], [-2.63758, -1.22502, -3.51533], [-0.50282, -0.18309, -3.17327], [0.26233, -1.65319, -2.52983], [1.41701, -0.03753, -1.48117], [-0.61819, 1.69478, -1.88895], [0.86396, 1.96748, -0.94495], [-1.80398, 0.98012, 0.10317], [-0.96118, 2.49391, 0.50265], [0.80836, 1.18727, 1.40346], [-1.69027, -7.04626, -2.29288], [-2.22118, -5.25433, -0.98842], [-0.00090, -4.01466, 1.33534], [0.13009, -4.14018, -0.73994], [-3.59420, -4.04362, -2.67781], [1.16357, -1.47770, 5.77940], [1.18679, -1.42086, 3.97682], [1.11288, -1.32896, 2.81954], [3.83199, 6.81378, -2.60453], [3.68087, 5.70452, -1.85686], [2.47879, 5.43553, -1.23048], [1.45185, 6.29209, -1.37355], [2.34237, 4.29253, -0.46489], [1.13753, 4.10442, 0.11000], [3.36597, 3.36439, -0.27542], [3.15706, 1.80557, 0.78491], [4.55978, 3.67559, -0.92790], [5.62330, 2.86681, -0.82698], [4.72509, 4.81231, -1.69877], [5.90119, 5.06234, -2.30099], [2.79115, -2.66832, 1.26466], [3.09158, -2.26860, 0.14568], [2.23874, -1.65238, -0.58565], [4.09650, -2.41462, -0.27748]],
  "atomic_forces_ev_per_a": [[-0.2, 0.3, -0.6], [0.0, 0.0, 0.0], [0.1, 0.0, 0.0], [-0.1, 0.0, 0.0], [0.0, 0.0, 0.0], [-0.1, 0.0, 0.0], [0.0, 0.0, 0.0], [0.0, 0.0, 0.0], [0.0, 0.1, 0.0], [0.1, -0.1, 0.0], [0.0, 0.0, 0.0], [0.1, 0.0, 0.0], [0.0, 0.0, 0.0], [0.0, 0.0, 0.1], [0.0, 0.1, 0.1], [0.0, 0.0, 0.1], [0.0, 0.0, 0.0], [0.0, 0.0, 0.0], [0.0, 0.0, 0.0], [0.0, 0.0, 0.0], [0.0, 0.0, 0.0], [0.0, 0.0, 0.0], [0.0, 0.0, 0.0], [0.0, 0.0, 0.0], [0.0, 0.0, 0.0], [0.0, 0.0, 0.0], [0.0, 0.0, 0.0], [0.0, 0.0, 0.0], [0.0, 0.0, 0.0], [0.0, 0.0, 0.0], [0.0, 0.0, 0.0], [0.0, 0.0, 0.0], [0.0, 0.0, 0.0], [0.0, 0.0, -0.1], [-0.1, 0.1, 0.1], [-0.1, -0.2, -0.1], [0.1, -0.2, -0.1], [0.1, 0.2, 0.1], [0.1, -0.1, 0.0], [0.0, 0.0, -0.5], [0.0, 0.1, 0.6], [0.0, -0.1, 0.1], [0.0, 0.0, 0.0], [0.0, 0.0, 0.0], [0.0, 0.0, 0.0], [0.0, 0.0, 0.0], [-0.1, 0.1, 0.0], [0.1, 0.1, 0.0], [-0.2, -0.2, 0.1], [0.2, 0.1, 0.0], [0.1, 0.1, 0.0], [0.0, 0.0, 0.0], [0.0, 0.0, 0.0], [0.0, 0.0, 0.0], [0.3, -0.1, 0.0], [-0.1, 0.0, 0.0], [-0.1, 0.0, 0.1], [0.0, 0.0, 0.0]],
  "nbo_charge": [1.945, -0.224, -0.227, -0.653, -0.264, 0.197, -0.322, -0.351, -0.289, 0.178, -0.247, -0.667, -0.242, -0.222, -0.708, -0.812, 0.234, 0.183, 0.202, 0.193, 0.405, 0.182, 0.250, 0.203, 0.204, 0.202, 0.183, 0.239, 0.431, 0.188, 0.235, 0.211, 0.191, 0.442, -0.933, 0.921, -0.401, -0.349, -0.337, -0.306, 0.208, -0.691, -0.311, 0.218, 0.297, -0.318, 0.266, -0.321, -0.267, -0.410, 0.294, -0.303, 0.256, -0.309, -0.633, 0.668, -0.813, 0.104],
  "mol_weight_g_mol": 943.6,
  "energy_ha": -8342.26590,
  "orbital_gap_ev": 6.25,
  "homo_energy_ev": -2.33,
  "total_charge": -2,
  "relative_energy_kj_mol": 134.0,
  "lumo_ev": 3.92
}



Entry 3:
{
  "formula": "C2H6N2O",
  "method": "wB97M-V/def2-TZVPD",
  "species": ["C", "N", "C", "N", "O", "H", "H", "H", "H", "H", "H"],
  "positions_angstrom": [[-1.67919, 0.19553, 0.04807], [-0.36102, -0.37389, -0.09958], [0.80251, 0.41002, 0.01856], [1.96925, -0.35209, 0.06994], [0.79516, 1.62816, -0.01919], [-2.23093, -0.27181, 0.90433], [-1.59925, 1.27546, 0.21202], [-2.26467, 0.10875, -0.88422], [-0.26711, -1.35890, -0.12350], [1.98044, -1.36219, 0.01272], [2.85482, 0.10096, -0.13914]],
  "atomic_forces_ev_per_a": [[-0.7, 0.1, 0.1], [1.0, 1.5, 0.4], [-0.5, -0.8, -0.9], [0.2, 0.3, 0.1], [0.1, -0.7, 0.3], [0.4, 0.4, -0.8], [0.2, -0.3, 0.2], [0.1, -0.3, 0.4], [0.1, -0.7, 0.1], [-0.3, 0.4, 0.0], [-0.6, 0.0, 0.2]],
  "nbo_charge": [-0.420, -0.649, 0.786, -0.861, -0.645, 0.190, 0.240, 0.191, 0.379, 0.384, 0.405],
  "mol_weight_g_mol": 74.1,
  "energy_ha": -264.58218,
  "orbital_gap_ev": 10.35,
  "homo_energy_ev": -9.51,
  "smiles": "CNC(N)=O",
  "relative_energy_kj_mol": 13.5,
  "lumo_ev": 0.84
}



Entry 4:
{
  "formula": "C3H10N2O3",
  "method": "wB97M-V/def2-TZVPD",
  "species": ["C", "N", "N", "C", "O", "O", "H", "H", "H", "H", "H", "H", "C", "O", "H", "H", "H", "H"],
  "positions_angstrom": [[1.70724, -1.79398, 0.15213], [0.74550, -0.88002, 0.73404], [1.20406, 0.21006, 1.52051], [-0.60309, -1.01150, 0.41388], [-1.08797, -1.83053, -0.34935], [-1.38748, -0.09306, 1.01820], [2.71886, -1.38221, 0.20509], [1.45156, -1.98644, -0.89413], [1.66388, -2.73665, 0.70521], [0.88670, 0.04596, 2.47807], [2.22131, 0.23400, 1.53750], [-2.20967, -0.11418, 0.48313], [-0.89776, 1.76704, -1.47251], [-2.24922, 1.65753, -1.04839], [-0.82741, 2.49024, -2.28783], [-0.27590, 2.08820, -0.63284], [-0.55571, 0.79235, -1.82763], [-2.50494, 2.54319, -0.73508]],
  "atomic_forces_ev_per_a": [[-0.4, -0.4, 0.1], [-1.1, -0.1, -0.6], [-0.6, 0.1, 0.6], [0.6, 0.5, -0.2], [1.0, 0.0, 0.3], [0.1, -0.1, -0.1], [-0.2, 0.0, 0.0], [0.1, 0.0, 0.2], [0.3, -0.1, -0.2], [0.2, 0.1, -0.2], [-0.3, -0.3, -0.2], [0.4, 0.2, 0.4], [0.1, 0.2, 0.1], [-0.4, 0.5, 0.1], [0.2, 0.0, -0.1], [0.2, -0.1, -0.1], [-0.2, 0.1, 0.1], [0.0, -0.6, -0.1]],
  "nbo_charge": [-0.416, -0.316, -0.636, 0.864, -0.664, -0.695, 0.197, 0.229, 0.201, 0.356, 0.358, 0.518, -0.257, -0.734, 0.163, 0.176, 0.188, 0.466],
  "mol_weight_g_mol": 122.1,
  "energy_ha": -455.50318,
  "orbital_gap_ev": 9.44,
  "homo_energy_ev": -8.66,
  "smiles": "CN(N)C(=O)O.CO",
  "relative_energy_kj_mol": 179.7,
  "lumo_ev": 0.78
}



Entry 5:
{
  "formula": "C3H4Cl2S",
  "method": "wB97M-V/def2-TZVPD",
  "species": ["S", "C", "C", "C", "Cl", "Cl", "H", "H", "H", "H"],
  "positions_angstrom": [[-2.12414, -0.46114, -0.47992], [-0.73854, 0.51886, 0.09861], [0.34898, -0.46699, -0.00489], [1.69215, -0.24483, -0.07015], [2.78925, -1.52860, -0.26527], [2.50875, 1.29425, -0.35847], [-3.18515, 0.13631, 0.20031], [-0.52533, 1.44979, -0.48118], [-0.94751, 0.79915, 1.08569], [0.18154, -1.49681, 0.27529]],
  "atomic_forces_ev_per_a": [[-2.1, 0.4, 0.0], [0.2, 0.5, -1.6], [3.6, 0.3, 1.3], [-1.5, 0.8, -1.2], [0.4, -0.7, 0.3], [-0.8, -0.4, 0.3], [1.1, -0.3, -0.6], [-0.3, -0.8, 0.3], [0.0, 0.4, 1.6], [-0.5, -0.2, -0.3]],
  "nbo_charge": [-0.028, -0.559, -0.251, -0.071, 0.056, 0.008, 0.134, 0.236, 0.236, 0.240],
  "mol_weight_g_mol": 143.0,
  "energy_ha": -1435.23728,
  "orbital_gap_ev": 9.73,
  "homo_energy_ev": -9.27,
  "smiles": "SCC=C(Cl)Cl",
  "relative_energy_kj_mol": 56.2,
  "lumo_ev": 0.46
}



Entry 6:
{
  "formula": "C5H14NOP",
  "method": "wB97M-V/def2-TZVPD",
  "species": ["C", "C", "C", "C", "C", "N", "O", "P", "H", "H", "H", "H", "H", "H", "H", "H", "H", "H", "H", "H", "H", "H"],
  "positions_angstrom": [[-0.60286, -2.03379, -1.24458], [-0.80028, -0.32750, 2.16323], [0.90527, 1.01172, -1.94159], [0.90887, 2.43807, 0.52784], [-0.86777, -1.65366, 0.23225], [-0.59115, -0.33933, 0.71957], [1.11857, -0.26494, 0.48799], [1.77928, 0.97016, -0.24232], [-0.86774, -3.00091, -1.55498], [-1.32073, -1.31303, -1.84674], [0.32748, -1.78440, -1.74204], [-0.28709, 0.54727, 2.44133], [-1.75830, 0.04825, 2.44847], [-0.32334, -1.16581, 2.77723], [0.93441, 2.07489, -2.20151], [-0.00370, 0.62544, -1.70568], [1.57042, 0.29707, -2.64218], [-0.05474, 2.57664, -0.00100], [1.56966, 3.20697, 0.51827], [0.52500, 2.24975, 1.54416], [-1.99034, -1.85938, 0.59160], [-0.17091, -2.30348, 0.67066]],
  "atomic_forces_ev_per_a": [[-2.8, 4.6, -1.7], [2.3, -0.1, 0.2], [5.2, -0.3, -0.2], [-2.8, -3.1, -0.1], [-1.2, -1.5, -0.8], [1.5, 0.4, -0.9], [-2.9, -1.8, 1.6], [-0.3, 1.3, -0.8], [-0.5, -1.5, 0.3], [1.0, -1.5, 0.7], [0.6, 0.0, 0.9], [1.3, 1.0, 0.7], [-1.3, -0.9, -0.2], [-1.1, 0.7, -1.0], [-0.2, -0.4, -0.5], [-2.9, -0.9, 0.1], [-1.8, 1.8, 1.3], [0.7, 0.5, -0.2], [1.5, 2.7, -0.1], [0.8, -0.1, -0.1], [2.4, 0.1, -1.0], [0.5, -1.3, 1.8]],
  "nbo_charge": [-0.622, -0.470, -0.938, -0.964, -0.252, -0.140, -0.778, 1.129, 0.222, 0.189, 0.228, 0.220, 0.230, 0.197, 0.227, 0.221, 0.226, 0.227, 0.221, 0.229, 0.214, 0.186],
  "mol_weight_g_mol": 135.1,
  "energy_ha": -670.11378,
  "orbital_gap_ev": 8.77,
  "homo_energy_ev": -8.14,
  "relative_energy_kj_mol": 364.8,
  "lumo_ev": 0.63
}